Computed, not measured: a structure of composition C24H23N5OReSe, with wB97M-V/def2-TZVPD.

Its multiplicity is 2. The calculation puts the relative energy (zero: lowest compared OMol25 entry of this formula, charge and spin) at 18.3 kcal per mole. Its HOMO-LUMO gap (alpha / beta) is 4.91 / 4.59 eV. Its max |F| is 0.9 eV Å⁻¹. Its total charge is +4. The value obtained for the HOMO energy (alpha / beta) is -19.73 / -19.53 eV.

Geometry (Å):
Re: -0.484 1.101 0.445
Se: 0.369 -0.492 -1.055
O: -1.830 -0.559 0.960
N: -0.015 2.852 -0.520
N: 1.525 1.508 0.868
N: 0.972 -3.238 -1.288
N: -2.185 2.332 0.706
N: 0.377 -2.804 0.764
C: -3.469 4.047 -0.371
C: 0.566 -2.261 -0.455
C: 1.416 -5.706 -1.011
C: 0.995 -6.403 1.291
C: 4.253 1.846 1.128
C: 1.575 4.241 -1.601
C: 1.288 -3.139 -2.722
C: 2.205 0.841 1.819
C: -2.298 3.341 -0.212
C: -0.787 4.737 -1.726
C: 0.665 -4.153 0.732
C: -2.886 -1.119 0.075
C: -3.233 2.093 1.527
C: 0.524 5.001 -2.113
C: -4.420 2.788 1.441
C: 2.184 2.386 0.058
C: -1.031 3.658 -0.898
C: 1.046 -4.423 -0.592
C: -4.553 3.761 0.460
C: 3.547 2.553 0.154
C: 0.631 -5.146 1.710
C: 1.271 3.174 -0.784
C: 3.566 0.996 1.986
C: 1.381 -6.681 -0.046
H: 0.338 -4.955 2.733
H: 4.074 0.464 2.779
H: -3.546 4.831 -1.111
H: 1.257 -2.103 -3.040
H: -3.075 -2.143 0.384
H: 1.630 0.187 2.466
H: -5.480 4.312 0.353
H: -1.589 5.388 -2.045
H: -3.095 1.339 2.290
H: 2.288 -3.535 -2.885
H: -2.150 -0.614 1.873
H: 0.991 -7.220 2.000
H: -2.496 -1.090 -0.937
H: 0.734 5.843 -2.762
H: 0.062 -2.296 1.573
H: -3.783 -0.510 0.163
H: 2.600 4.510 -1.815
H: 4.060 3.248 -0.497
H: 1.652 -7.698 -0.297
H: 1.707 -5.920 -2.029
H: 0.557 -3.717 -3.286
H: -5.223 2.570 2.132
H: 5.324 1.979 1.227